1.
15
Properties=species:S:1:pos:R:3:nbo_charge:R:1 method="wB97M-V/def2-TZVPD" total_charge=0 smiles=Cc1cn(C)cn1 lumo_ha=0.0356 multiplicity=1 orbital_gap_ev=9.85 relative_energy_kj_mol=135.7
C -2.0992 0.3293 -0.1287 -0.419
N -1.1114 -0.7446 -0.0874 -0.408
C -0.6036 -0.9598 1.1905 0.216
N 0.6419 -0.6241 1.3099 -0.446
C 0.9782 -0.0743 0.0603 0.098
C 2.3441 0.4208 -0.2240 -0.639
C -0.0265 -0.2577 -0.8161 -0.105
H -2.3692 0.4945 -1.1857 0.204
H -2.9993 -0.0112 0.4503 0.216
H -1.3642 1.2243 0.1820 0.202
H -1.2344 -1.3963 1.9676 0.197
H 2.7466 0.9141 0.6606 0.229
H 2.9639 -0.4484 -0.4571 0.224
H 2.3707 1.1084 -1.0775 0.217
H -0.1701 0.1578 -1.8110 0.214

2.
19
Properties=species:S:1:pos:R:3:nbo_charge:R:1 method="wB97M-V/def2-TZVPD" total_charge=+1 lumo_ha=-0.1348 multiplicity=1 orbital_gap_ev=9.69 relative_energy_kj_mol=270.2
C -2.8952 -0.8292 1.1075 0.172
C -0.8247 -0.4596 0.7469 0.151
C 0.9692 0.4980 -1.3423 0.513
C 1.7720 -0.4469 0.8049 0.637
C 0.3872 -0.7223 0.0947 -0.193
N -1.8606 -1.3567 0.4455 -0.429
N -1.2154 0.5379 1.5330 -0.191
N -2.4857 0.3006 1.7506 -0.323
N 2.2458 0.7291 -1.1485 -0.385
N 2.6654 0.2628 0.0850 -0.452
N 0.0815 0.7621 -2.2705 -0.733
O 1.9779 -0.8742 1.9023 -0.515
H -3.9713 -1.1059 1.0177 0.238
H 0.5084 -1.6310 -0.5385 0.292
H -3.1761 0.7348 2.4844 0.454
H 2.8392 1.4575 -1.7053 0.456
H 3.6059 0.3325 0.4551 0.451
H -0.8316 0.4801 -2.2263 0.428
H 0.2082 1.3303 -3.1962 0.429

3.
44
Properties=species:S:1:pos:R:3:nbo_charge:R:1 method="wB97M-V/def2-TZVPD" total_charge=+1 smiles=CCP(C)c1cn[n+](C[C@@H](O)CN)c(CCCS)c1 lumo_ha=-0.1766 multiplicity=1 orbital_gap_ev=6.83
C 0.8184 4.2316 0.4930 -0.643
C 1.1608 4.3333 -1.1216 -0.702
P -0.1724 3.4371 -2.1787 0.818
C -1.9155 4.2045 -1.7741 -0.925
C -0.3173 1.6230 -1.5720 -0.253
C -1.5720 0.6089 -2.0162 0.009
N -1.7549 -0.7863 -1.5429 -0.159
N -0.8157 -1.2995 -0.6945 -0.165
C -1.1407 -2.7421 -0.2373 -0.270
C -2.3631 -2.7618 0.8523 0.087
O -3.3361 -3.8319 0.4542 -0.729
C -1.9116 -2.8982 2.4191 -0.262
N -2.9181 -2.0485 3.2239 -0.828
C 0.4243 -0.6896 -0.1030 0.287
C 1.4842 -1.3578 0.9487 -0.491
C 2.8230 -2.0271 0.2425 -0.417
C 3.4574 -1.1414 -0.9815 -0.527
S 5.1931 -1.8291 -1.3603 -0.071
C 0.7728 0.8899 -0.5359 -0.221
H 1.3497 5.1750 0.9916 0.241
H -0.3371 4.3281 0.7333 0.224
H 1.3059 3.2822 0.9810 0.210
H 2.1901 3.8013 -1.3691 0.254
H 1.1703 5.4630 -1.4325 0.275
H -2.6771 3.3074 -1.5880 0.245
H -1.9082 4.8241 -0.7676 0.253
H -2.3315 4.8146 -2.6853 0.272
H -2.4025 1.0718 -2.7373 0.267
H -0.1960 -3.3626 0.0482 0.244
H -1.5763 -3.2601 -1.2218 0.274
H -2.9632 -1.7431 0.7023 0.192
H -4.2028 -3.4048 0.1599 0.493
H -0.8595 -2.4606 2.6820 0.176
H -2.0485 -4.0301 2.7382 0.243
H -2.5541 -2.0707 4.2213 0.364
H -2.8117 -1.0240 2.9555 0.346
H 1.0352 -2.1992 1.6421 0.261
H 1.8926 -0.5221 1.6971 0.263
H 3.6641 -2.0812 1.0863 0.244
H 2.6329 -3.1332 -0.1034 0.234
H 2.8628 -1.2178 -2.0017 0.243
H 3.6355 -0.0337 -0.6238 0.220
H 5.4899 -2.8944 -0.4830 0.154
H 1.7229 1.4553 -0.1411 0.267

4.
84
Properties=species:S:1:pos:R:3:mulliken_charge:R:1 method="wB97M-V/def2-TZVPD" total_charge=+1 lumo_ha=-0.1404 multiplicity=1 orbital_gap_ev=5.66 relative_energy_kj_mol=73.8
Au -0.2934 -0.6298 -0.2529 3.132
N -2.2679 -1.7886 -0.0202 -0.901
C -3.4749 -1.4541 -0.8139 -0.318
C -4.0540 -0.0878 -0.4602 -0.956
C -3.2130 1.0935 -0.9264 -0.644
N -2.0475 1.3070 -0.0489 -0.579
H -1.9679 -2.7327 -0.2617 0.294
H -2.5081 -1.7797 0.9663 -0.139
H -4.2470 -2.2096 -0.6587 0.473
H -3.1926 -1.4709 -1.8661 0.104
H -4.2006 -0.0193 0.6273 0.306
H -5.0376 -0.0116 -0.9239 0.471
H -3.8432 1.9852 -0.9559 0.528
H -2.8434 0.9057 -1.9363 0.205
H -2.3729 1.4797 0.8954 0.342
H -1.5531 2.1479 -0.3313 -0.005
C 1.6847 -0.0922 -0.3703 -1.445
Si 2.0356 0.8434 1.1867 -1.063
C 1.4151 -0.4100 2.4543 -0.774
N 0.1173 -1.0218 2.0160 0.978
C 0.1111 -2.4916 2.2025 -1.132
C 0.1065 -2.8916 3.6820 -0.772
C -0.9115 -2.0567 4.4944 -0.792
C -1.8668 -1.3255 3.5540 -0.729
C -1.0700 -0.3647 2.6676 0.528
C 1.1230 2.4672 1.3412 1.205
C 0.7537 3.0066 2.5759 -0.428
C 0.1797 4.2679 2.6659 -0.677
C -0.0423 5.0161 1.5158 -0.689
C 0.3087 4.4949 0.2763 -0.495
C 0.8928 3.2377 0.1927 -0.518
C 3.8740 1.1430 1.3068 0.788
C 4.7703 0.0722 1.2074 -0.624
C 6.1377 0.2912 1.1443 -0.742
C 6.6330 1.5893 1.1695 -0.499
C 5.7600 2.6632 1.2811 -0.683
C 4.3912 2.4411 1.3486 -0.270
H 2.2379 -1.0366 -0.4098 0.768
H 1.9219 0.4465 -1.2908 0.709
H 1.3136 0.0146 3.4579 0.493
H 2.1856 -1.1836 2.5178 0.569
H 0.9875 -2.9071 1.7061 0.429
H -0.7601 -2.9035 1.6953 0.359
H 1.1076 -2.7590 4.0946 0.256
H -0.1324 -3.9547 3.7403 0.480
H -0.3908 -1.3142 5.1040 0.284
H -1.4716 -2.6987 5.1730 0.472
H -2.6036 -0.7496 4.1141 0.572
H -2.4101 -2.0561 2.9492 0.277
H -0.7162 0.4637 3.2826 0.573
H -1.7105 0.0500 1.9060 -1.261
H 0.9417 2.4492 3.4900 0.402
H -0.0741 4.6773 3.6358 0.426
H -0.4688 6.0086 1.5869 0.415
H 0.1529 5.0794 -0.6232 0.438
H 1.2044 2.8537 -0.7766 0.554
H 4.3941 -0.9475 1.1684 0.237
H 6.8184 -0.5470 1.0631 0.400
H 7.6993 1.7639 1.1002 0.389
H 6.1438 3.6757 1.3038 0.409
H 3.7127 3.2844 1.4273 0.321
C -0.2780 2.4625 -4.9273 -0.802
C -0.2511 1.1928 -5.4819 -0.628
C -0.2771 0.0552 -4.6901 -0.705
C -0.3357 0.1578 -3.2900 -0.001
C -0.2504 1.4555 -2.7477 1.111
C -0.2582 2.5855 -3.5478 -0.529
N -0.4072 -0.9419 -2.4406 -0.410
C -0.8641 -2.2118 -2.7728 -0.355
C -0.4415 -3.3083 -1.9970 -0.241
C -0.9456 -4.5799 -2.2157 -0.510
C -1.8924 -4.7975 -3.2078 -0.696
C -2.3288 -3.7272 -3.9760 -0.799
C -1.8327 -2.4493 -3.7646 -0.156
H -0.2763 3.3394 -5.5607 0.420
H -0.1894 1.0860 -6.5576 0.398
H -0.2141 -0.9219 -5.1493 0.605
H -0.1870 1.5278 -1.6705 -0.926
H -0.2352 3.5696 -3.0906 0.465
H 0.3152 -3.1247 -1.2380 0.446
H -0.6043 -5.4094 -1.6075 0.441
H -2.2994 -5.7872 -3.3687 0.413
H -3.0808 -3.8835 -4.7398 0.395
H -2.2361 -1.6134 -4.3194 0.616

5.
93
Properties=species:S:1:pos:R:3:mulliken_spin:R:1 method="wB97M-V/def2-TZVPD" total_charge=0 lumo_ha="0.0098 / 0.0098" multiplicity=5 orbital_gap_ev="6.58 / 7.36" relative_energy_kj_mol=0.0
Cr 0.1439 0.4294 0.5308 3.836
C 3.9373 0.9710 -0.0666 0.004
Si 2.2906 0.2764 -0.6676 -0.223
C 2.6336 -1.5437 -1.1559 0.006
C 3.8896 -2.0845 -1.4384 0.008
C 4.0325 -3.4163 -1.8012 0.000
C 2.9203 -4.2461 -1.8891 -0.001
C 1.6630 -3.7425 -1.5963 -0.004
C 1.5346 -2.4083 -1.2184 -0.066
P -0.0444 -1.6571 -0.7485 0.008
C -0.3406 -2.0505 1.0049 0.086
C -1.4825 -1.4750 1.5836 -0.048
C -1.6993 -1.5819 2.9529 0.003
C -0.7922 -2.2641 3.7438 0.029
C 0.3401 -2.8370 3.1749 -0.007
C 0.5736 -2.7273 1.8145 0.183
C -1.3129 -2.5592 -1.6875 0.007
C -1.2772 -2.4279 -3.0757 -0.014
C -2.2011 -3.0900 -3.8658 0.002
C -3.1803 -3.8789 -3.2765 -0.004
C -3.2244 -4.0106 -1.8969 0.002
C -2.2903 -3.3589 -1.1026 -0.010
C 1.9909 1.1753 -2.3413 0.019
C 3.0297 1.2160 -3.2780 0.010
C 2.9598 1.9884 -4.4255 0.000
C 1.8392 2.7750 -4.6596 0.001
C 0.7876 2.7428 -3.7606 -0.018
C 0.8422 1.9287 -2.6268 -0.005
P -0.6051 1.8429 -1.5112 0.009
C -1.9303 1.0748 -2.5143 -0.065
C -1.9030 0.8976 -3.8940 -0.007
C -2.9809 0.3149 -4.5485 0.000
C -4.0918 -0.1036 -3.8328 0.001
C -4.1251 0.0555 -2.4540 0.017
C -3.0494 0.6379 -1.8031 0.077
C -1.1339 3.5849 -1.3996 -0.029
C -0.4125 4.3969 -0.5233 0.014
C -0.7331 5.7366 -0.3843 0.002
C -1.7883 6.2763 -1.1095 0.003
C -2.5183 5.4723 -1.9714 -0.001
C -2.1930 4.1298 -2.1180 0.003
H 4.6987 0.9822 -0.8512 -0.004
H 4.3175 0.3849 0.7716 0.005
H 3.7979 1.9952 0.2847 0.005
H 4.7708 -1.4552 -1.3775 0.000
H 5.0155 -3.8138 -2.0227 0.000
H 3.0362 -5.2831 -2.1769 -0.001
H 0.7898 -4.3823 -1.6549 0.000
H -2.2144 -0.9745 0.9530 0.019
H -2.5723 -1.1230 3.3990 0.004
H -0.9495 -2.3243 4.8118 0.002
H 1.0556 -3.3519 3.8027 0.000
H 1.4682 -3.1492 1.3729 0.005
H -0.5195 -1.8055 -3.5392 -0.005
H -2.1640 -2.9821 -4.9422 0.000
H -3.9066 -4.3920 -3.8937 0.000
H -3.9816 -4.6311 -1.4351 0.000
H -2.3216 -3.4790 -0.0274 0.002
H 3.9287 0.6356 -3.0956 -0.001
H 3.7863 1.9981 -5.1254 0.001
H 1.7865 3.4104 -5.5346 0.000
H -0.0829 3.3654 -3.9361 0.000
H -1.0371 1.2072 -4.4636 0.000
H -2.9481 0.1829 -5.6230 0.000
H -4.9263 -0.5647 -4.3455 0.000
H -4.9851 -0.2790 -1.8880 0.001
H -3.0744 0.7638 -0.7247 -0.009
H 0.3995 3.9747 0.0593 0.033
H -0.1674 6.3567 0.2988 0.000
H -2.0449 7.3218 -0.9964 0.000
H -3.3444 5.8891 -2.5333 0.000
H -2.7706 3.5091 -2.7926 0.001
C 0.8302 -1.2289 7.6269 0.000
C 0.7777 -0.4673 6.3291 -0.002
C 1.8008 -0.5534 5.3993 0.003
C 1.7680 0.1489 4.1949 0.013
C 2.9037 -0.0025 3.2281 -0.031
C 0.6718 0.9697 3.9126 0.072
Se 0.6132 2.0446 2.3162 -0.043
C -0.3803 1.0646 4.8388 0.032
C -1.5817 1.9259 4.5696 -0.008
C -0.3084 0.3459 6.0258 0.004
H 1.7438 -1.8188 7.6996 0.000
H -0.0183 -1.9100 7.7248 0.000
H 0.7997 -0.5510 8.4821 0.000
H 2.6597 -1.1826 5.6128 0.000
H 3.6829 -0.6430 3.6436 0.001
H 3.3343 0.9664 2.9705 -0.001
H 2.5531 -0.4400 2.2882 0.076
H -2.0932 1.6041 3.6589 0.003
H -1.2956 2.9638 4.3939 -0.001
H -2.2782 1.8859 5.4074 0.001
H -1.1222 0.4316 6.7400 0.000